ORCA calculation (wB97M-V/def2-TZVPD) on a 10-piece molecular cluster, C20H30N10 overall.

Results
Calculated total energy: -1327.48003 Eh
SMILES: CC#N.CC#N.CC#N.CC#N.CC#N.CC#N.CC#N.CC#N.CC#N.CC#N
Spin multiplicity: 1
LUMO: 0.03 eV
Max |F|: 5.46 eV/Å
Total charge: 0
ΔE to the lowest compared entry with this formula, charge and spin: 54.43 kcal/mol
HOMO energy: -11.506 eV
Orbital gap: 0.424 Ha

Each line ends with the Mulliken charge.
Geometry (Å):
C: 5.50 1.14 3.47  -0.675
C: 4.30 1.40 4.29  0.287
N: 3.36 1.67 4.88  -0.381
H: 5.53 0.05 3.33  0.245
H: 6.34 1.51 4.05  0.270
H: 5.47 1.66 2.51  0.255
C: -0.52 -5.96 -2.61  -0.645
C: 0.93 -6.13 -2.48  0.283
N: 2.07 -6.29 -2.35  -0.360
H: -1.02 -6.83 -3.05  0.284
H: -0.69 -5.02 -3.12  0.215
H: -0.92 -5.82 -1.61  0.222
C: 2.09 6.00 -2.82  -0.639
C: 2.72 5.36 -1.66  0.294
N: 3.18 4.89 -0.70  -0.373
H: 2.67 6.90 -3.03  0.254
H: 1.04 6.26 -2.66  0.205
H: 2.18 5.33 -3.67  0.261
C: -3.31 6.77 -2.89  -0.666
C: -3.31 5.47 -2.25  0.293
N: -3.22 4.37 -1.79  -0.418
H: -4.37 6.87 -3.12  0.294
H: -2.64 6.61 -3.73  0.231
H: -3.00 7.57 -2.21  0.266
C: -2.59 5.84 2.83  -0.682
C: -1.65 6.57 1.97  0.303
N: -0.92 7.13 1.26  -0.389
H: -2.31 6.10 3.85  0.281
H: -2.51 4.76 2.68  0.239
H: -3.61 6.16 2.62  0.250
C: 2.01 -3.91 5.51  -0.770
C: 2.45 -3.60 4.14  0.298
N: 2.76 -3.31 3.10  -0.323
H: 1.93 -4.99 5.67  0.265
H: 1.09 -3.44 5.85  0.270
H: 2.73 -3.55 6.24  0.262
C: -3.68 -6.97 2.88  -0.702
C: -3.51 -8.47 2.70  0.315
N: -3.27 -9.63 2.55  -0.368
H: -2.89 -6.53 3.48  0.251
H: -4.68 -6.62 3.15  0.272
H: -3.56 -6.52 1.89  0.231
C: -4.38 -1.56 -3.28  -0.741
C: -5.06 -2.85 -3.56  0.322
N: -5.56 -3.85 -3.79  -0.333
H: -4.44 -0.80 -4.05  0.266
H: -3.33 -1.85 -3.14  0.200
H: -4.55 -1.03 -2.35  0.285
C: 4.26 -0.26 -3.11  -0.671
C: 3.91 -0.13 -4.50  0.282
N: 3.81 0.04 -5.65  -0.386
H: 3.72 -1.18 -2.86  0.240
H: 4.03 0.58 -2.46  0.278
H: 5.29 -0.60 -3.14  0.256
C: 0.33 0.52 0.39  -0.637
C: -0.50 -0.72 0.56  0.283
N: -1.14 -1.65 0.69  -0.359
H: 0.59 0.56 -0.66  0.212
H: 1.19 0.61 1.05  0.263
H: -0.31 1.36 0.69  0.235

=====

ORCA calculation (wB97M-V/def2-TZVPD) on a 10-piece molecular cluster, C20H30N10 overall.

Results
Calculated total energy: -1327.54394 Eh
SMILES: CC#N.CC#N.CC#N.CC#N.CC#N.CC#N.CC#N.CC#N.CC#N.CC#N
Spin multiplicity: 1
LUMO: -0.12 eV
Max |F|: 1.46 eV/Å
Total charge: 0
ΔE to the lowest compared entry with this formula, charge and spin: 14.33 kcal/mol
HOMO energy: -10.954 eV
Orbital gap: 0.398 Ha

Each line ends with the Mulliken charge.
Geometry (Å):
C: 17.76 -22.80 -21.44  -0.375
C: 19.17 -22.53 -21.79  0.272
N: 20.25 -22.29 -22.09  -0.368
H: 17.76 -23.57 -20.66  0.024
H: 17.28 -23.18 -22.34  0.316
H: 17.27 -21.94 -20.98  0.110
C: 17.24 -24.35 -17.38  -0.539
C: 16.56 -23.53 -16.37  0.462
N: 16.06 -22.93 -15.53  -0.489
H: 16.58 -25.17 -17.63  0.330
H: 18.12 -24.77 -16.89  0.307
H: 17.51 -23.84 -18.30  -0.035
C: 16.24 -16.32 -18.72  -0.275
C: 16.55 -14.89 -18.63  0.163
N: 16.72 -13.76 -18.60  -0.387
H: 15.19 -16.44 -18.44  0.032
H: 16.74 -16.99 -18.03  0.103
H: 16.41 -16.65 -19.74  0.354
C: 18.32 -20.95 -14.50  -0.134
C: 19.74 -20.64 -14.31  0.204
N: 20.86 -20.41 -14.21  -0.428
H: 17.75 -20.40 -13.76  0.256
H: 18.13 -22.02 -14.41  0.246
H: 18.02 -20.59 -15.48  -0.173
C: 11.38 -22.95 -14.92  -0.843
C: 11.73 -22.32 -16.19  0.409
N: 12.02 -21.78 -17.16  -0.394
H: 10.37 -22.66 -14.65  0.299
H: 12.08 -22.67 -14.13  0.273
H: 11.47 -24.04 -14.95  0.287
C: 15.18 -19.98 -17.34  0.566
C: 16.39 -20.59 -17.91  -0.119
N: 17.34 -21.06 -18.32  -0.420
H: 14.65 -20.76 -16.79  0.199
H: 14.59 -19.53 -18.13  -0.029
H: 15.54 -19.20 -16.66  -0.186
C: 12.13 -18.08 -17.02  -0.321
C: 12.38 -16.77 -16.40  0.278
N: 12.50 -15.75 -15.91  -0.450
H: 11.06 -18.26 -17.07  0.382
H: 12.61 -18.87 -16.45  0.066
H: 12.51 -18.02 -18.04  0.044
C: 20.65 -18.72 -17.69  -0.280
C: 21.66 -18.58 -18.72  0.199
N: 22.45 -18.48 -19.54  -0.373
H: 19.79 -19.35 -17.90  0.004
H: 20.30 -17.74 -17.34  0.268
H: 21.21 -19.13 -16.85  0.162
C: 12.44 -18.25 -21.94  -0.828
C: 13.29 -19.27 -21.36  0.386
N: 13.96 -20.04 -20.85  -0.373
H: 12.60 -18.06 -23.00  0.326
H: 12.75 -17.33 -21.43  0.233
H: 11.38 -18.41 -21.75  0.276
C: 14.57 -16.55 -13.38  -0.817
C: 15.51 -16.95 -14.44  0.330
N: 16.24 -17.28 -15.26  -0.402
H: 14.14 -17.51 -13.10  0.244
H: 13.77 -15.92 -13.75  0.299
H: 15.12 -16.03 -12.60  0.325